10
Properties=species:S:1:pos:R:3:lowdin_charge:R:1 method="wB97M-V/def2-TZVPD" e_above_lowest_ev=1.613 smiles=O[C@]1(F)C[C@H]1F lumo_ev=0.9 e_tot_ha=-391.61352 orbital_gap_ev=10.02
O 0.310 0.991 -1.445 0.102
C 0.272 -0.226 -0.875 -0.524
F 0.724 -1.173 -1.740 0.079
C -0.640 -0.621 0.199 -0.025
C 0.741 -0.413 0.699 -0.200
F 1.515 -1.465 1.044 0.022
H 1.132 0.924 -1.928 0.114
H -0.836 -1.701 -0.029 0.147
H -1.522 -0.098 0.613 0.127
H 1.071 0.578 1.093 0.157


8
Properties=species:S:1:pos:R:3:lowdin_charge:R:1 method="wB97M-V/def2-TZVPD" e_above_lowest_ev=3.650 lumo_ev="-1.1 / -1.1" e_tot_ha=-245.95740 orbital_gap_ev="8.60 / 8.60"
C -0.318 0.310 3.103 -0.645
C -0.406 -0.374 -0.265 0.030
C 0.346 -0.004 0.739 0.161
N 0.120 -0.188 4.039 0.117
O -0.901 0.751 2.150 0.016
H 0.024 -0.910 -1.114 0.088
H -1.472 -0.174 -0.246 0.091
H 1.294 0.176 1.364 0.141


56
Properties=species:S:1:pos:R:3:lowdin_charge:R:1 method="wB97M-V/def2-TZVPD" multiplicity=3 lumo_ev="0.1 / 0.2" e_tot_ha=-3641.17588 orbital_gap_ev="7.80 / 7.98"
V 0.566 0.504 -0.192 0.994
C 2.409 2.741 -0.740 -0.059
N 2.299 1.287 -0.886 -0.296
C 2.391 0.940 -2.311 -0.133
C 1.617 -0.342 -2.625 -0.179
N 0.412 -0.317 -1.830 -0.121
C -0.588 -1.158 -2.145 -0.156
C -0.515 -2.303 -2.976 -0.120
F 0.661 -2.670 -3.531 0.080
C -1.604 -3.129 -3.215 -0.141
F -1.446 -4.216 -3.977 0.121
C -2.851 -2.848 -2.666 -0.140
F -3.908 -3.627 -2.923 0.117
C -2.969 -1.738 -1.831 -0.139
F -4.144 -1.439 -1.273 0.127
C -1.865 -0.947 -1.579 -0.125
F -2.007 0.122 -0.753 0.076
C 3.359 0.666 -0.082 -0.146
C 3.032 -0.789 0.229 -0.181
N 1.615 -0.854 0.499 -0.110
C 1.124 -1.965 1.067 -0.154
C -0.204 -1.954 1.543 -0.111
F -0.912 -0.802 1.363 0.068
C -0.817 -3.015 2.175 -0.140
F -2.071 -2.887 2.614 0.127
C -0.121 -4.210 2.351 -0.140
F -0.695 -5.251 2.964 0.118
C 1.178 -4.293 1.861 -0.140
F 1.856 -5.439 1.974 0.123
C 1.783 -3.207 1.245 -0.119
F 3.030 -3.398 0.766 0.081
H 3.366 3.104 -1.127 0.107
H 1.596 3.230 -1.277 0.094
H 2.328 3.016 0.313 0.099
H 1.922 1.751 -2.876 0.132
H 3.440 0.849 -2.622 0.135
H 1.396 -0.359 -3.700 0.134
H 2.209 -1.237 -2.389 0.114
H 4.332 0.754 -0.584 0.135
H 3.396 1.202 0.871 0.133
H 3.308 -1.454 -0.598 0.115
H 3.614 -1.096 1.106 0.133
Cl -4.764 4.912 3.993 0.679
C -3.572 4.158 2.998 -0.671
C -2.906 4.910 2.042 -0.097
C -1.943 4.306 1.253 -0.007
C -1.625 2.968 1.455 -0.121
C -2.320 2.219 2.400 -0.003
C -3.298 2.810 3.174 -0.088
C -0.511 2.286 0.726 -0.612
O -0.453 2.287 -0.523 -0.021
O 0.359 1.684 1.405 -0.030
H -3.141 5.956 1.915 0.106
H -1.423 4.884 0.503 0.122
H -2.090 1.170 2.520 0.116
H -3.837 2.230 3.907 0.109


57
Properties=species:S:1:pos:R:3:lowdin_charge:R:1 method="wB97M-V/def2-TZVPD" lumo_ev=-5.2 e_tot_ha=-1736.96716 total_charge=+1 orbital_gap_ev=5.62
N 7.268 0.476 -2.355 0.171
B 6.863 1.738 -3.039 -0.509
O 7.780 2.575 -3.784 0.120
N 5.371 2.088 -2.953 0.038
C 4.830 3.074 -2.049 0.089
C 3.286 3.360 -1.977 0.112
C 2.325 2.543 -2.881 -0.013
C 0.741 2.668 -2.910 -0.408
O 0.093 3.601 -2.370 0.114
O -0.014 1.614 -3.564 -0.474
S 0.057 0.185 -2.653 0.852
C 2.986 1.495 -3.853 0.055
C 4.517 1.297 -3.845 0.064
H 8.236 0.207 -2.577 0.091
H 7.088 0.502 -1.342 0.099
H 8.703 2.247 -3.669 0.120
H 5.554 3.651 -1.360 0.163
H 2.818 4.131 -1.253 0.105
H 1.173 -0.583 -3.005 -0.090
H 2.378 0.842 -4.572 0.122
H 4.998 0.506 -4.532 0.158
C -2.081 -4.157 0.599 -0.020
C -1.177 -3.143 -0.048 -0.544
O -0.119 -3.458 -0.583 0.013
N -1.563 -1.837 -0.031 -0.005
C -2.761 -1.262 0.540 -0.073
H -1.638 -5.149 0.504 0.091
H -2.197 -3.931 1.661 0.089
H -3.052 -4.164 0.104 0.068
H -0.904 -1.223 -0.485 0.070
H -3.312 -0.756 -0.256 0.084
H -2.463 -0.525 1.290 0.081
H -3.399 -2.012 1.003 0.077
C 0.188 3.837 1.909 -0.004
C 1.100 4.840 1.257 -0.533
O 2.159 4.511 0.727 -0.018
N 0.724 6.144 1.265 0.012
C -0.473 6.729 1.831 -0.066
H 0.625 2.841 1.821 0.085
H 0.070 4.070 2.969 0.091
H -0.783 3.833 1.410 0.089
H 1.387 6.755 0.808 0.145
H -1.019 7.233 1.031 0.089
H -0.173 7.468 2.577 0.089
H -1.117 5.985 2.296 0.078
C -4.451 -7.062 2.737 -0.006
C -4.952 -5.823 2.045 -0.538
O -4.572 -5.507 0.924 0.005
N -5.853 -5.043 2.702 0.003
C -6.420 -5.242 4.019 -0.077
H -3.741 -7.576 2.088 0.087
H -3.940 -6.795 3.664 0.086
H -5.282 -7.739 2.943 0.088
H -6.140 -4.232 2.174 0.140
H -7.505 -5.310 3.918 0.085
H -6.173 -4.373 4.633 0.083
H -6.043 -6.143 4.499 0.076


16
Properties=species:S:1:pos:R:3:lowdin_charge:R:1 method="wB97M-V/def2-TZVPD" e_above_lowest_ev=0.572 smiles="NC(=O)CCCO" lumo_ev=0.6 e_tot_ha=-363.06453 orbital_gap_ev=9.97
N 0.733 1.285 1.340 0.166
C 1.248 1.329 0.081 -0.556
O 2.346 1.796 -0.170 0.038
C 0.352 0.739 -1.000 -0.108
C 0.119 -0.776 -0.827 -0.174
C -1.165 -1.191 -0.121 -0.260
O -1.057 -0.929 1.274 -0.090
H 1.386 1.449 2.090 0.109
H -0.050 0.672 1.533 0.065
H -0.608 1.271 -1.024 0.121
H 0.858 0.944 -1.946 0.115
H 0.101 -1.242 -1.817 0.114
H 0.963 -1.228 -0.293 0.126
H -2.019 -0.647 -0.549 0.120
H -1.336 -2.265 -0.281 0.117
H -1.871 -1.208 1.710 0.099


15
Properties=species:S:1:pos:R:3:lowdin_charge:R:1 method="wB97M-V/def2-TZVPD" e_above_lowest_ev=2.204 smiles="CO/C(=N/N)SC" lumo_ev=0.8 e_tot_ha=-701.99651 orbital_gap_ev=9.11
C -0.819 -1.329 1.991 -0.085
O 0.093 -0.499 1.286 -0.159
C -0.249 -0.246 0.004 -0.723
N -1.298 -0.713 -0.518 -0.051
N -1.524 -0.407 -1.861 -0.036
S 0.926 0.781 -0.849 0.928
C 1.888 1.445 0.525 -0.393
H -1.818 -0.853 2.025 0.092
H -0.408 -1.414 3.017 0.096
H -0.905 -2.337 1.523 0.098
H -2.503 -0.662 -2.054 0.081
H -1.443 0.603 -2.018 0.050
H 2.428 0.658 1.046 0.040
H 2.629 2.113 0.091 0.034
H 1.286 1.999 1.204 0.029